[1]
Computed, not measured: C14H20AlBBr10O8 as an isolated structure in a non-equilibrium geometry, with wB97M-V/def2-TZVPD.

2S+1: 1
Net charge: +2
Relative energy (zero: lowest compared OMol25 entry of this formula, charge and spin) (kcal per mole): 225.26
Maximum force (eV/Å): 8.43

Structure (XYZ):
```
54
Properties=species:S:1:pos:R:3:forces:R:3
Al -35.305 -11.883 14.398 3.34 1.75 2.86
O -36.568 -13.134 15.686 -1.52 0.06 -2.68
C -37.464 -13.255 14.828 1.18 -1.60 1.81
O -38.708 -13.666 14.995 1.42 1.37 -2.57
B -39.470 -13.264 13.830 0.05 -2.08 -1.49
O -38.417 -12.965 12.785 1.72 0.65 0.70
C -37.254 -12.888 13.377 -3.20 0.13 -0.28
O -36.221 -12.332 13.001 -1.53 -1.32 -2.42
O -40.346 -12.140 13.986 -0.57 1.59 -1.26
C -41.575 -12.455 13.732 -4.34 -0.53 -0.54
O -42.673 -11.836 13.941 7.62 -2.15 -1.13
C -41.601 -13.939 13.315 0.03 1.79 -1.51
O -40.396 -14.371 13.389 1.84 0.01 1.16
O -42.563 -14.565 12.968 4.75 4.46 -5.35
Br -44.119 -17.263 15.176 0.44 -0.08 0.13
C -43.297 -15.858 14.102 -2.61 -1.57 1.64
C -44.156 -14.585 14.303 -3.32 -1.14 -1.35
Br -46.064 -14.849 14.062 0.75 0.05 0.07
H -43.369 -16.114 13.045 -0.44 -1.37 0.89
H -42.290 -15.533 14.364 -0.52 -2.31 1.54
H -43.850 -13.753 13.669 -1.31 -0.09 1.04
H -44.096 -14.308 15.356 -1.57 -0.55 -0.34
Br -44.702 -11.178 13.869 -3.28 1.21 0.69
C -44.293 -10.742 15.763 0.13 -0.45 0.73
C -42.928 -10.042 15.831 -0.50 0.34 0.46
Br -42.184 -10.030 17.666 -3.03 3.38 0.73
H -44.368 -11.652 16.358 0.43 -0.23 -0.57
H -45.154 -10.210 16.168 0.14 0.78 -0.59
H -43.083 -9.012 15.509 0.46 -0.01 0.19
H -42.159 -10.557 15.256 -0.66 0.87 0.33
Br -41.419 -13.316 10.036 1.62 -1.14 0.32
C -39.814 -14.456 10.623 0.08 -1.10 1.00
C -40.194 -15.880 11.087 -0.43 -0.16 0.04
Br -38.649 -16.751 12.049 -1.10 0.75 -1.03
H -39.361 -13.920 11.457 -0.54 -0.18 -0.96
H -39.002 -14.678 9.930 -0.51 1.00 -0.90
H -40.455 -16.521 10.245 0.23 0.04 0.08
H -41.001 -15.940 11.817 0.21 0.11 -0.28
Br -42.799 -13.781 16.318 2.51 0.70 3.12
C -40.890 -13.519 16.733 0.65 1.02 0.25
C -40.681 -12.022 16.520 0.50 -1.75 -0.86
Br -38.777 -11.653 16.539 -1.03 2.34 2.15
H -40.332 -14.138 16.031 -0.67 -0.04 0.66
H -40.677 -13.758 17.775 -0.36 -0.57 -0.18
H -41.233 -11.446 17.262 1.65 -1.63 -0.41
H -41.032 -11.761 15.521 0.48 0.37 1.99
Br -36.561 -16.118 14.420 0.40 0.15 0.02
C -37.605 -16.675 15.986 0.72 -0.24 0.59
C -38.206 -15.464 16.678 -0.72 -1.07 0.06
Br -39.300 -16.062 18.297 1.01 0.42 -1.34
H -36.827 -17.211 16.530 -0.45 0.02 0.30
H -38.358 -17.364 15.604 0.05 0.15 0.14
H -38.826 -15.012 15.904 -0.37 -1.42 1.64
H -37.534 -14.648 16.944 0.18 -0.73 0.69
```
Forces are in eV/Å.

=====

[2]
Computed, not measured: C14H20B11BaBr6N4S as an isolated structure in a non-equilibrium geometry, with wB97M-V/def2-TZVPD.

2S+1: 1
Net charge: +1
Relative energy (zero: lowest compared OMol25 entry of this formula, charge and spin) (kcal per mole): 27.40
Maximum force (eV/Å): 3.10

Structure (XYZ):
```
57
Properties=species:S:1:pos:R:3:forces:R:3
Ba -1.145 1.283 0.343 2.74 -1.36 -0.48
C -2.337 3.752 0.630 -0.50 0.02 0.39
C -3.476 2.742 0.852 -0.15 0.08 0.09
C -3.732 2.244 -0.551 -0.49 0.10 0.24
C -2.984 2.941 -1.424 -0.27 0.32 0.09
C -2.133 3.892 -0.694 -0.30 -0.07 0.03
H -1.847 4.289 1.432 -0.10 0.04 -0.06
H -4.360 3.334 1.114 0.02 0.01 0.10
H -4.556 1.582 -0.771 0.16 -0.17 -0.07
H -3.056 2.875 -2.499 0.07 -0.02 0.00
H -1.449 4.580 -1.170 0.00 0.05 0.07
C -4.204 -1.906 -1.942 0.04 -0.05 0.00
C -3.008 -1.094 -1.562 -0.09 -0.08 -0.04
N -2.769 -0.695 -0.372 0.25 1.24 0.46
N -3.642 -0.978 0.650 -0.19 -0.01 -0.05
C -3.833 -0.242 1.680 -0.31 0.25 0.00
N -4.616 -0.723 2.671 0.12 -0.10 0.08
S -3.325 1.501 2.315 -0.41 0.04 -1.17
C -2.033 -0.666 -2.626 -0.06 -0.20 0.07
C -2.167 -1.167 -3.911 0.04 -0.02 -0.04
C -1.278 -0.757 -4.898 -0.02 -0.01 0.00
C -0.287 0.146 -4.572 0.02 0.00 0.02
C -0.218 0.599 -3.261 0.12 -0.11 0.05
N -1.056 0.207 -2.309 -0.50 0.03 0.31
H -4.849 -2.053 -1.081 0.00 -0.01 0.00
H -3.892 -2.883 -2.316 0.00 0.00 0.00
H -4.766 -1.415 -2.737 0.00 0.01 0.01
H -4.801 -1.714 2.674 0.01 -0.01 0.00
H -4.764 -0.209 3.521 -0.06 0.04 -0.03
H -2.945 -1.876 -4.149 0.00 0.00 0.00
H -1.364 -1.147 -5.903 0.00 0.00 0.00
H 0.431 0.489 -5.303 0.00 0.00 0.00
H 0.567 1.282 -2.955 0.00 0.01 -0.01
Br 1.998 1.832 -0.201 0.22 -0.09 0.01
B 3.001 0.407 0.793 -0.43 0.07 -0.02
B 4.484 0.819 1.616 0.08 -0.06 0.06
C 5.354 -0.633 1.559 0.05 0.00 0.00
B 4.500 -0.215 0.156 0.09 -0.08 0.04
B 4.647 -1.909 0.682 0.04 0.04 0.07
B 4.728 -1.920 2.462 0.02 0.02 -0.01
B 4.621 -0.238 3.042 0.04 -0.05 -0.04
B 3.044 0.411 2.570 0.02 -0.07 -0.04
Br 2.024 1.745 3.567 -0.02 0.03 0.01
B 3.204 -1.299 3.110 0.04 0.05 0.01
Br 2.423 -1.903 4.779 0.02 0.00 0.02
B 3.218 -2.342 1.636 0.06 0.01 -0.02
Br 2.455 -4.124 1.644 0.01 -0.02 -0.01
B 3.070 -1.267 0.200 0.01 0.01 0.04
Br 2.103 -1.789 -1.414 -0.01 0.00 -0.02
B 2.203 -0.904 1.712 -0.31 0.26 -0.11
Br 0.231 -1.118 1.879 0.17 -0.17 0.00
H 5.029 1.863 1.592 -0.04 0.03 0.00
H 6.429 -0.555 1.515 0.00 0.02 -0.01
H 5.060 0.156 -0.812 -0.05 0.02 -0.03
H 5.328 -2.654 0.074 -0.05 -0.01 -0.05
H 5.455 -2.671 3.005 -0.04 -0.03 0.01
H 5.282 0.093 3.958 -0.05 0.04 0.02
```
Forces are in eV/Å.

=====

[3]
Computed, not measured: C14H20Br6O9 as an isolated structure in a non-equilibrium geometry, with wB97M-V/def2-TZVPD.

2S+1: 1
Energy (a.u.): -16666.68692
Maximum force (eV/Å): 3.74

Structure (XYZ):
```
49
Properties=species:S:1:pos:R:3:forces:R:3
C 2.517 -0.451 -0.952 0.46 -1.39 1.43
C 2.577 0.306 0.381 0.09 0.15 -2.74
C 3.011 -0.528 1.532 -0.84 0.55 1.32
O 4.014 0.297 2.133 0.59 -0.56 0.69
C 4.402 1.289 1.325 0.06 1.83 0.13
O 5.236 2.125 1.592 -1.06 -1.56 -0.58
O 3.598 1.314 0.219 0.37 -0.12 0.85
H 1.741 -1.235 -0.835 0.57 -0.02 -0.06
H 3.547 -0.907 -1.090 -1.37 0.44 -0.30
H 2.170 0.133 -1.777 0.25 0.66 -0.50
H 1.632 0.788 0.536 -0.52 0.54 0.35
H 3.410 -1.471 1.218 0.50 -0.56 -0.05
H 2.178 -0.679 2.261 0.84 0.03 -0.49
C 1.133 4.188 3.440 -0.67 1.38 0.34
C 0.070 3.202 3.722 -0.31 -2.89 -1.68
C -0.955 2.883 2.604 1.43 0.83 0.34
O -1.149 1.480 2.651 0.83 0.11 0.23
C -0.044 0.955 3.247 -0.23 -3.67 -0.68
O 0.153 -0.263 3.255 -0.32 2.62 0.08
O 0.767 1.860 3.730 -0.49 1.09 0.88
H 2.022 3.725 3.012 -0.08 0.19 0.20
H 1.284 4.745 4.356 0.90 -0.05 0.18
H 0.729 4.956 2.781 0.13 -0.02 -0.44
H -0.534 3.304 4.595 0.34 0.13 1.23
H -0.458 3.242 1.697 -0.74 -0.40 -0.45
H -1.888 3.331 2.841 -0.79 0.65 -0.35
C -1.130 -2.776 0.880 -1.47 -0.21 1.87
C -2.569 -2.385 0.490 0.14 -1.35 0.67
C -2.771 -0.909 0.286 0.74 1.51 0.36
O -3.135 -0.718 -1.070 -0.84 -1.77 -0.81
C -3.338 -1.982 -1.636 0.90 1.14 -0.38
O -3.642 -2.180 -2.770 -0.27 0.44 0.16
O -2.999 -2.944 -0.784 0.20 -0.20 1.13
H -0.883 -2.233 1.835 0.04 -0.20 -1.16
H -0.517 -2.578 0.075 1.70 1.13 -1.58
H -0.911 -3.828 1.079 -0.82 -0.12 0.07
H -3.230 -2.738 1.291 -0.12 -0.17 -0.47
H -1.806 -0.375 0.394 -0.67 -0.06 0.44
H -3.563 -0.508 0.950 0.59 -0.02 -0.38
C -2.450 0.979 -4.712 0.71 -1.40 1.49
Br -0.791 1.020 -3.695 0.40 0.42 0.10
Br -2.169 1.260 -6.517 -0.03 0.40 -1.12
Br -3.823 1.897 -3.847 -0.80 1.07 0.23
H -2.703 -0.039 -4.503 -0.28 -0.63 -0.61
C 0.302 -3.383 -5.163 -0.01 -0.94 1.82
Br -0.659 -4.871 -4.326 -0.21 0.10 -0.01
Br -0.755 -2.375 -6.281 -1.30 1.25 -0.54
Br 1.706 -4.064 -6.172 1.57 -0.58 -0.53
H 0.672 -2.857 -4.277 -0.08 0.23 -0.69
```
Forces are in eV/Å.

=====

[4]
Computed, not measured: a 5-piece molecular cluster, C14H20Cl2O12 overall, with wB97M-V/def2-TZVPD.

2S+1: 1
Structure (SMILES): O=C1OCCO1.O=C1OCCO1.O=C1OCCO1.O=C1OCCO1.ClCCCl
Relative energy (zero: lowest compared OMol25 entry of this formula, charge and spin) (kcal per mole): 0.00
Maximum force (eV/Å): 0.93

Structure (XYZ):
```
48
Properties=species:S:1:pos:R:3:forces:R:3
O -7.121 1.466 2.981 -0.03 0.06 0.11
C -6.083 1.045 2.588 0.02 0.04 -0.15
O -5.035 0.706 3.367 -0.02 0.06 0.03
C -3.919 0.330 2.543 -0.41 -0.11 -0.22
C -4.586 0.088 1.190 0.29 -0.53 0.19
O -5.791 0.841 1.282 -0.02 0.11 -0.07
H -3.200 1.145 2.510 0.08 -0.04 0.13
H -3.500 -0.581 2.957 0.26 0.10 0.00
H -4.840 -0.968 1.071 -0.03 0.02 -0.02
H -3.974 0.378 0.345 -0.15 0.29 -0.04
O 2.191 1.634 -1.098 -0.08 -0.27 0.17
C 2.264 2.592 -1.794 0.03 0.13 -0.33
O 1.444 3.655 -1.730 0.12 0.13 0.07
C 1.961 4.726 -2.537 -0.35 -0.13 0.08
C 3.062 4.038 -3.359 -0.07 0.59 -0.10
O 3.183 2.748 -2.773 -0.01 0.02 0.10
H 1.151 5.109 -3.154 0.00 -0.10 -0.05
H 2.271 5.529 -1.870 0.32 -0.10 -0.04
H 4.027 4.538 -3.310 -0.01 0.02 0.11
H 2.768 3.976 -4.406 0.04 -0.34 0.01
O -2.113 -1.384 0.370 -0.16 0.10 0.02
C -1.029 -0.954 0.633 0.10 0.01 -0.09
O -0.805 0.104 1.435 -0.09 -0.14 -0.14
C 0.607 0.357 1.511 0.33 -0.05 0.07
C 1.222 -0.888 0.864 0.05 0.36 0.38
O 0.115 -1.465 0.161 0.10 -0.11 0.13
H 0.865 1.266 0.974 -0.21 0.02 -0.06
H 0.870 0.449 2.561 0.05 0.04 -0.01
H 1.590 -1.568 1.633 -0.12 -0.23 -0.16
H 2.026 -0.658 0.175 -0.09 0.03 -0.14
O 4.038 -0.742 3.546 -0.19 0.06 0.08
C 4.699 -1.233 2.694 0.33 -0.15 0.16
O 5.958 -1.712 2.872 -0.06 0.34 -0.13
C 6.526 -1.987 1.597 0.14 -0.65 -0.47
C 5.291 -2.130 0.695 0.89 0.26 -0.12
O 4.302 -1.401 1.416 -0.15 -0.16 -0.15
H 7.208 -1.207 1.254 -0.25 0.32 0.29
H 7.118 -2.901 1.647 -0.18 -0.04 0.16
H 5.015 -3.171 0.539 -0.33 0.03 0.18
H 5.461 -1.655 -0.269 -0.21 0.01 -0.03
Cl -3.990 -0.729 -3.656 -0.07 0.03 0.11
C -4.312 -1.846 -2.291 0.27 0.08 0.00
C -4.627 -3.234 -2.792 -0.74 0.39 0.37
Cl -3.255 -4.046 -3.541 0.16 -0.14 -0.06
H -5.163 -1.462 -1.731 -0.07 0.05 -0.14
H -3.439 -1.808 -1.643 0.03 -0.15 -0.04
H -5.446 -3.170 -3.507 0.16 -0.09 -0.18
H -5.002 -3.820 -1.951 0.30 -0.16 -0.02
```
Forces are in eV/Å.